The following is a DFT calculation (ωB97M-V/def2-TZVPD) of a molecular structure, C34H37N3PdSi2.

Positions of all 77 atoms, in Å:
Pd (0.08567, 0.73446, -0.95225)
C (-2.57221, 0.07419, 1.45028)
Si (-1.44334, 1.52837, 1.83614)
C (-2.51316, 2.77017, 2.77424)
C (-0.07046, 1.03418, 3.01919)
C (-0.80932, 2.24557, 0.22318)
C (-1.93033, 2.31878, -0.75332)
C (-3.00078, 3.21292, -0.82076)
C (-3.92469, 3.07626, -1.84026)
C (-3.77539, 2.06643, -2.78463)
C (-2.69039, 1.21931, -2.66458)
N (-1.81295, 1.34245, -1.67439)
Si (0.19674, 3.81865, 0.30260)
C (-0.83147, 5.36057, 0.67292)
C (0.97036, 4.17493, -1.37936)
C (1.46781, 3.73707, 1.67890)
H (-2.71982, -0.55360, 2.33333)
H (-2.16453, -0.55236, 0.65592)
H (-3.55492, 0.42858, 1.12618)
H (-2.97547, 2.27720, 3.63461)
H (-3.31995, 3.17183, 2.15661)
H (-1.92523, 3.60818, 3.15478)
H (-0.36218, 0.14339, 3.58070)
H (0.11999, 1.83415, 3.73792)
H (0.86427, 0.81822, 2.50362)
H (-3.09603, 3.99292, -0.07924)
H (-4.76419, 3.75752, -1.90381)
H (-4.48174, 1.93954, -3.59243)
H (-2.51404, 0.41504, -3.36911)
H (-1.50231, 5.62322, -0.14743)
H (-0.14588, 6.20295, 0.80760)
H (-1.42275, 5.26970, 1.58567)
H (0.23836, 4.67312, -2.02104)
H (1.28652, 3.26428, -1.88972)
H (1.83286, 4.84026, -1.28860)
H (0.98229, 3.91186, 2.64286)
H (2.21397, 4.52439, 1.54039)
H (1.98877, 2.78293, 1.72762)
C (4.19520, 0.96476, 0.20673)
C (4.39763, -0.12562, 1.03799)
C (3.32423, -0.94717, 1.33410)
C (2.05177, -0.69843, 0.81059)
C (1.82469, 0.41471, -0.02446)
C (2.93161, 1.21954, -0.30850)
C (0.96966, -1.65771, 1.16129)
C (0.91148, -2.21965, 2.47235)
C (-0.06202, -3.11548, 2.78074)
C (-1.01372, -3.48113, 1.79763)
C (-2.06751, -4.39532, 2.02781)
C (-2.96195, -4.68479, 1.03635)
C (-2.84279, -4.06804, -0.22915)
C (-1.83304, -3.18178, -0.47576)
C (-0.89151, -2.86849, 0.53489)
N (0.09366, -1.97844, 0.24019)
H (5.02055, 1.62227, -0.04069)
H (5.37802, -0.34033, 1.44361)
H (3.48640, -1.81755, 1.95952)
H (2.80726, 2.08602, -0.94643)
H (1.62197, -1.90086, 3.22192)
H (-0.12973, -3.54313, 3.77467)
H (-2.15547, -4.85900, 3.00358)
H (-3.76833, -5.38329, 1.21757)
H (-3.56586, -4.29526, -1.00219)
H (-1.73378, -2.67616, -1.42929)
N (0.75107, -0.68832, -2.43180)
C (1.28985, -1.65184, -2.73461)
C (1.96418, -2.88178, -3.02637)
C (3.10663, -2.87661, -3.82368)
C (3.76193, -4.07003, -4.07204)
C (3.28208, -5.25336, -3.52583)
C (2.14631, -5.25087, -2.72667)
C (1.48046, -4.06455, -2.47070)
H (3.47110, -1.94461, -4.23355)
H (4.65044, -4.07652, -4.68864)
H (3.79944, -6.18346, -3.72144)
H (1.78032, -6.17384, -2.29770)
H (0.60364, -4.04150, -1.83636)

Force components x, y, z for each atom (eV/Å):
-0.1 0.0 -0.1
0.0 0.0 0.0
0.0 0.0 0.0
0.0 0.0 0.0
0.0 0.0 0.0
0.0 -0.1 0.0
0.0 0.0 0.0
0.0 0.0 0.0
0.0 0.0 0.0
0.0 0.0 0.0
0.0 0.0 0.0
0.1 0.1 -0.1
0.0 0.0 0.0
0.0 0.0 0.0
0.0 0.0 0.0
0.0 0.0 0.0
0.0 0.0 0.0
0.0 0.0 0.0
0.0 0.0 0.0
0.0 0.0 0.0
0.0 0.0 0.0
0.0 0.0 0.0
0.0 0.0 0.0
0.0 0.0 0.0
0.0 0.0 0.0
0.0 0.0 0.0
0.0 0.0 0.0
0.0 0.0 0.0
0.0 0.0 0.0
0.0 0.0 0.0
0.0 0.0 0.0
0.0 0.0 0.0
0.0 0.0 0.0
0.0 0.0 0.0
0.0 0.0 0.0
0.0 0.0 0.0
0.0 0.0 0.0
0.0 0.0 0.0
0.0 0.0 0.0
0.0 0.0 0.0
0.0 0.0 0.0
0.0 0.0 0.0
0.0 -0.1 0.1
0.0 0.0 0.0
0.0 0.0 0.0
0.0 0.0 0.0
0.0 0.0 0.0
0.0 0.0 0.0
0.0 0.0 0.0
0.0 0.0 0.0
0.0 0.0 0.0
0.0 0.0 0.0
0.0 0.0 0.0
0.1 0.0 0.0
0.0 0.0 0.0
0.0 0.0 0.0
0.0 0.0 0.0
0.0 0.0 0.0
0.0 0.0 0.0
0.0 0.0 0.0
0.0 0.0 0.0
0.0 0.0 0.0
0.0 0.0 0.0
0.0 0.0 0.0
0.0 0.1 0.1
0.0 0.0 0.0
0.0 0.0 0.0
0.0 0.0 0.0
0.0 0.0 0.0
0.0 0.0 0.0
0.0 0.0 0.0
0.0 0.0 0.0
0.0 0.0 0.0
0.0 0.0 0.0
0.0 0.0 0.0
0.0 0.0 0.0
0.0 0.0 0.0

Computed properties:
Kohn-Sham gap in hartree: 0.2828
HOMO level in eV: -7.59
Energy relative to the best compared isomer or geometry (same formula, charge and spin) in kJ/mol: 3.6
Electronic energy in eV: -59566.475
LUMO energy in eV: 0.11